(1)
This record from OMol25 describes the molecule C5H7NO. The level of theory is ωB97M-V/def2-TZVPD.

Structure (XYZ):
```
14
Properties=species:S:1:pos:R:3:forces:R:3:mulliken_charge:R:1
O 0.551 1.874 0.196 0.190 -0.054 0.213 -0.53
N -0.408 -0.312 0.049 0.241 -0.238 0.058 0.14
C -1.780 0.053 0.326 -0.123 0.008 0.023 -0.86
C 0.178 -1.483 0.171 -0.280 0.088 0.076 0.18
C 0.597 0.643 -0.459 -0.095 -0.256 -0.211 -0.03
C 1.598 -1.556 -0.168 -0.150 0.510 0.082 -0.86
C 1.830 -0.237 -0.446 0.143 -0.035 -0.238 -0.37
H -1.788 1.018 0.840 -0.017 -0.131 -0.074 0.33
H 0.323 0.842 -1.504 0.033 -0.041 0.067 0.32
H -0.446 -2.315 0.509 0.127 0.161 -0.045 0.35
H 1.175 1.860 0.934 -0.085 -0.080 -0.064 0.36
H -2.360 0.136 -0.599 0.077 0.008 0.115 0.27
H 2.765 0.184 -0.817 -0.141 -0.051 0.113 0.37
H -2.234 -0.706 0.968 0.079 0.111 -0.115 0.32
```
Forces are in eV/Å.

Computed properties:
SMILES	CN1C=C=C[C@@H]1O
relative energy (zero: lowest compared OMol25 entry of this formula, charge and spin)	3.7336	eV

---

(2)
This record from OMol25 describes a cluster of 7 separate species, C30H56BIO25PS6 in total in a non-equilibrium geometry. The level of theory is ωB97M-V/def2-TZVPD.

Structure (XYZ):
```
120
Properties=species:S:1:pos:R:3:forces:R:3:mulliken_charge:R:1
I -1.032 -0.384 -7.500 0.424 -0.224 0.584 -0.08
S -0.862 4.173 -3.138 0.220 -0.639 -0.276 0.99
S 2.418 -3.812 1.884 -0.600 -0.199 -0.756 1.08
S 5.233 -1.712 7.653 -0.502 -0.453 -0.436 1.15
S 5.320 4.226 8.321 0.079 -0.258 -0.013 1.09
S -2.121 -2.851 1.698 0.155 0.379 -0.345 1.31
S -4.088 7.783 0.958 -0.297 0.183 0.186 1.06
P 1.631 -0.207 -2.500 1.297 0.722 0.669 -0.40
O 0.422 4.551 -3.644 -1.114 -0.075 0.144 -0.59
O 3.314 -4.026 2.986 -0.531 0.311 -0.437 -0.58
O 5.352 2.637 8.643 0.155 1.028 0.133 -0.29
O 4.360 -1.774 8.788 0.814 0.400 -0.662 -0.58
O -1.749 -4.229 1.552 -0.208 1.050 0.010 -0.65
O -1.690 3.185 -3.765 0.675 1.079 0.389 -0.41
O -1.372 -1.069 -3.741 -3.437 0.189 -0.579 0.75
O -1.277 -2.219 2.932 -0.430 -0.760 -0.253 -0.25
O -5.432 7.357 1.206 1.158 0.029 -0.144 -0.58
O 3.002 -4.604 0.593 -0.434 0.647 0.561 -0.32
O -0.707 3.783 -1.570 -0.445 0.196 -0.687 -0.22
O 5.321 4.935 9.567 -0.282 -0.403 -0.900 -0.55
O -3.589 -2.782 2.389 0.629 0.221 -0.220 -0.34
O -3.587 8.651 2.234 -0.537 -0.304 -0.623 -0.33
O -3.043 6.878 0.580 -1.117 0.689 0.764 -0.45
O 6.802 4.341 7.668 -0.846 -0.123 -0.046 -0.32
O 6.358 -0.826 7.587 -0.664 -0.703 0.362 -0.55
O 4.326 -1.497 6.327 0.412 -0.193 1.147 -0.32
O -4.128 8.995 -0.121 0.492 -0.656 0.462 -0.30
O 2.001 -2.512 1.464 0.709 -0.890 0.767 -0.58
O 5.745 -3.215 7.320 0.162 1.003 0.068 -0.34
O -2.094 -1.919 0.615 -0.159 -0.998 0.879 -0.56
O 4.354 4.466 7.293 0.652 0.136 0.852 -0.54
O -1.748 5.520 -2.932 0.728 -0.365 0.057 -0.35
O 1.100 -4.731 2.117 1.186 0.348 0.253 -0.24
C 0.678 -0.849 -6.199 2.993 -0.471 -0.421 0.35
C -4.063 10.240 0.575 -0.363 0.380 0.403 -0.33
C -2.255 5.544 -1.597 -0.309 -0.271 -0.005 -0.14
C 0.080 0.411 -0.225 0.591 0.487 -0.432 -0.73
C -1.191 4.852 -0.759 0.090 0.449 0.177 -0.29
C 0.553 -0.864 -1.093 0.342 -0.741 1.023 1.49
C -2.764 -1.277 -3.808 -2.894 -1.277 -0.051 0.44
C 0.938 -5.621 1.014 -0.280 -0.094 -0.832 0.04
C 1.271 0.420 -5.415 -0.868 0.204 -0.568 -0.94
C -2.226 -3.940 -3.377 -0.657 -0.270 1.490 1.34
C -3.847 -0.196 -4.023 -1.305 -2.237 0.428 -0.30
C -3.212 9.960 1.804 0.466 0.358 -0.280 -0.32
C -2.182 -1.602 3.847 -0.355 0.512 -0.027 -0.37
C 1.854 -1.356 -7.214 -0.868 0.588 -0.542 -1.14
C -3.273 -2.765 -3.651 -2.027 1.830 -0.886 -0.13
C 2.259 -2.984 -3.347 1.518 -0.291 -0.583 -0.56
C 4.555 -2.572 5.411 0.279 -0.323 -0.593 -0.06
C -2.154 -4.097 -1.751 -0.019 1.134 -0.055 -0.42
C 4.938 -3.761 6.275 -0.704 -0.194 -0.211 -0.35
C -2.665 -5.381 -3.939 0.485 -0.312 -0.324 -1.29
C 6.506 2.049 8.037 0.413 -0.143 -0.518 -0.24
C -1.006 0.340 -3.851 -0.189 2.052 0.569 -1.26
C 2.852 -1.499 -3.155 0.284 -1.758 0.780 -0.66
C 7.542 3.160 7.982 0.195 -0.314 0.534 -0.27
C -6.457 0.681 -4.264 0.949 -0.204 1.400 -1.03
C -5.871 -1.976 -3.963 3.903 1.884 0.182 -1.06
C -4.794 -3.067 -3.743 1.022 2.750 -0.199 -0.47
C -3.453 -2.433 3.766 0.139 -0.199 0.492 -0.39
C -5.389 -0.510 -4.082 1.935 -2.763 0.084 0.41
C 2.341 -5.864 0.481 -0.083 -0.589 0.342 -0.50
B 0.603 0.644 -3.899 -0.444 -0.501 -1.180 1.14
H 3.176 -3.696 -3.405 -1.417 0.838 0.030 0.38
H -6.188 1.393 -5.114 -0.494 -1.195 0.974 0.27
H -3.195 4.984 -1.582 0.025 0.026 0.112 0.24
H -3.634 11.014 -0.061 0.016 -0.283 -0.113 0.32
H -3.228 -4.142 -1.320 1.704 -0.248 -0.735 0.28
H 0.311 -5.127 0.268 0.013 -0.072 0.052 -0.09
H -0.295 -1.562 -1.402 0.872 1.198 0.381 -0.78
H 6.848 1.195 8.620 -0.252 0.185 0.030 0.30
H 3.395 -1.185 -4.121 -1.113 -0.213 1.435 0.34
H 1.487 -2.229 -7.866 0.734 1.070 1.062 0.38
H 3.691 -1.588 -2.360 -1.285 0.183 -1.201 0.43
H -3.359 -3.357 4.344 0.004 0.068 0.033 0.28
H 2.826 -1.584 -6.655 -1.470 0.097 -0.609 0.26
H -0.355 5.525 -0.547 -0.069 0.022 0.030 0.31
H 1.630 -3.362 -2.472 0.560 0.790 -1.276 -0.09
H 8.310 2.976 7.231 -0.202 0.208 -0.072 0.31
H 2.340 -6.207 -0.554 0.084 0.315 0.029 0.36
H 5.489 -4.519 5.718 0.147 0.175 0.182 0.30
H -1.419 0.901 -2.923 0.306 -1.110 -1.357 -0.01
H -5.164 -4.148 -3.638 0.762 1.801 -0.151 0.17
H 5.375 -2.285 4.748 -0.074 -0.062 -0.001 0.26
H 6.231 1.716 7.033 0.078 -0.028 0.096 0.24
H 0.456 -6.544 1.338 0.042 0.206 0.193 0.43
H -0.509 1.166 -0.874 0.724 -1.328 1.096 -0.07
H 1.244 -1.478 -0.402 -1.066 0.887 -1.104 -0.25
H 8.015 3.308 8.957 0.017 -0.066 -0.051 0.29
H -3.659 -5.403 -4.495 1.360 0.199 0.748 0.32
H 2.072 -0.484 -7.933 -0.244 -1.275 1.069 0.37
H -1.162 -3.703 -3.729 -1.760 0.017 0.321 -0.24
H 1.745 -3.064 -4.364 0.282 0.011 1.596 0.09
H -0.499 0.129 0.717 0.575 0.260 -1.373 0.09
H -1.479 0.876 -4.756 0.336 -1.210 1.209 0.09
H -4.330 -1.880 4.106 0.020 -0.054 -0.271 0.32
H -1.854 -5.744 -4.682 -1.352 0.428 1.194 0.31
H -2.730 -6.140 -3.067 0.115 1.178 -1.472 0.29
H -1.529 -4.995 -1.422 -0.916 1.024 -0.526 0.26
H 0.716 1.826 -3.705 -0.068 0.261 0.327 -0.46
H 1.028 0.989 0.105 -1.436 -1.003 -0.534 0.38
H -6.394 1.309 -3.292 -0.134 -0.876 -1.540 0.24
H -5.081 10.524 0.856 0.078 0.047 0.013 0.29
H 2.881 -6.585 1.102 -0.044 -0.031 -0.055 0.29
H -6.988 -2.168 -4.046 1.764 -0.024 0.189 0.19
H -1.591 4.467 0.180 0.079 -0.167 -0.203 0.33
H -2.358 -0.577 3.509 -0.037 -0.037 0.076 0.28
H 1.018 1.385 -6.003 0.461 -1.599 0.613 0.32
H 4.055 -4.218 6.733 0.030 0.001 -0.090 0.34
H -2.437 6.564 -1.275 0.266 -0.180 -0.553 0.10
H -1.689 -3.154 -1.279 -0.669 -1.506 -0.901 -0.42
H -3.384 10.686 2.600 -0.090 -0.267 0.038 0.31
H -7.535 0.293 -4.301 1.684 0.462 -0.290 0.29
H -2.147 9.944 1.552 -0.058 0.053 0.002 0.28
H 0.403 -1.738 -5.542 -0.074 1.487 -0.747 -0.23
H -1.760 -1.585 4.852 0.155 -0.150 -0.193 0.34
H 3.661 -2.764 4.818 0.077 0.202 0.203 0.15
H 2.411 0.347 -5.392 -1.410 -0.033 -0.159 0.30
H -3.570 0.902 -4.113 -0.216 -1.728 0.129 0.25
```
Forces are in eV/Å.

Computed properties:
total charge	-1

---

(3)
This record from OMol25 describes a structure of composition C39H29CdF19GeN2OPS in a non-equilibrium geometry. The level of theory is ωB97M-V/def2-TZVPD.

Structure (XYZ):
```
94
Properties=species:S:1:pos:R:3:forces:R:3:mulliken_charge:R:1
Cd -0.338 0.443 0.061 0.287 -0.099 -0.294 3.56
Ge -2.725 2.339 -0.558 -0.268 1.157 -0.142 -0.05
S -2.624 -0.411 0.055 -0.261 -0.259 0.081 -0.59
P -0.345 -0.028 2.903 -0.238 -0.302 0.399 0.95
F -5.921 3.228 -1.705 -0.046 0.019 -0.063 -0.31
F -5.718 2.733 3.700 -0.005 -0.014 0.054 -0.32
F -4.378 1.040 -2.623 -0.093 -0.025 -0.127 -0.30
F -0.410 7.677 1.640 0.034 0.074 0.037 -0.34
F -3.774 5.483 -0.762 -0.021 0.059 -0.016 -0.39
F -3.744 3.536 -6.544 -0.027 0.018 -0.091 -0.33
F 1.629 5.048 -1.658 -0.049 -0.011 -0.047 -0.31
F 5.768 3.348 -0.231 0.086 -0.072 0.061 -0.34
F -2.706 7.752 0.200 0.006 0.052 -0.042 -0.34
F -0.416 3.000 1.447 0.236 -0.013 -0.110 -0.41
F -1.639 4.873 -2.586 0.012 0.059 -0.086 -0.26
F 0.748 5.290 2.233 0.007 0.005 0.050 -0.37
F -2.156 5.262 -5.186 0.034 0.026 -0.024 -0.31
F 0.529 2.635 -1.350 -0.195 0.052 0.123 -0.38
F -8.056 3.359 2.449 -0.058 0.044 0.035 -0.34
F -8.110 3.645 -0.245 -0.043 -0.030 -0.033 -0.33
F -3.479 2.359 2.244 -0.111 0.044 0.107 0.09
F 4.688 0.994 0.286 -0.001 -0.058 0.019 -0.35
F -4.855 1.411 -5.265 -0.041 -0.036 -0.021 -0.33
O -2.728 -2.082 0.615 0.195 0.045 -0.120 -0.36
N 0.568 -1.614 -1.403 0.010 -0.280 -0.087 0.66
N 1.856 0.535 -0.300 -0.578 -0.009 0.239 0.84
C -0.322 2.465 6.148 0.008 0.033 0.025 -0.83
C 1.083 -1.330 -2.734 0.052 0.127 0.084 -1.19
C 2.591 -0.711 -0.258 -0.114 0.082 -0.077 -1.01
C -2.121 6.575 0.455 -0.039 -0.032 0.014 0.19
C 1.820 2.818 -0.980 0.013 -0.210 -0.045 0.31
C -3.046 2.969 -2.493 0.096 -0.418 0.088 -0.59
C 1.639 -1.896 -0.455 0.004 0.262 0.033 -1.01
C -4.083 2.269 -4.586 0.024 0.003 0.007 0.04
C -2.472 4.012 -3.195 -0.041 -0.130 0.157 0.36
C 2.389 4.047 -1.188 0.108 0.040 0.052 0.22
C -2.094 4.155 0.236 0.273 -0.296 -0.032 0.15
C -2.663 5.391 -0.012 0.133 -0.169 -0.034 1.14
C -2.708 4.224 -4.544 0.009 0.018 0.030 -0.03
C 1.568 1.015 6.409 0.043 0.014 0.033 -0.58
C 0.175 0.826 4.445 0.117 0.028 -0.152 0.32
C -5.758 2.840 2.366 0.043 0.022 -0.044 -0.31
C -3.960 -2.719 0.336 -0.169 -0.162 -0.036 0.59
C -5.814 3.071 -0.378 0.191 -0.016 0.098 0.81
C -3.519 3.350 -5.240 0.022 -0.021 0.072 0.68
C -0.367 5.327 1.494 0.060 -0.041 0.043 -0.10
C -4.608 2.736 0.210 0.275 -0.383 0.147 -0.42
C -6.943 3.166 1.734 0.049 -0.027 -0.026 0.71
C -3.826 2.101 -3.240 0.091 0.146 0.134 0.25
C -0.963 4.167 1.033 -0.361 0.097 -0.028 -0.91
C 3.734 4.266 -0.950 0.031 -0.028 0.034 -0.78
C -4.267 -2.814 -1.158 0.131 0.124 0.209 -1.21
C -4.631 2.642 1.593 0.030 -0.012 -0.185 -0.36
C 4.456 3.185 -0.484 -0.087 0.223 -0.100 0.26
C -2.081 -0.385 3.387 0.076 0.041 -0.073 -1.06
C 2.515 1.690 -0.475 0.324 0.438 -0.088 -0.87
C 0.326 -1.722 3.190 0.061 0.218 -0.083 -1.68
C -3.876 -4.109 0.955 -0.016 0.150 -0.023 -1.59
C 0.753 2.021 6.905 0.015 -0.012 -0.008 -0.46
C -0.602 1.880 4.924 -0.006 0.039 -0.059 -0.36
C -6.967 3.294 0.359 -0.019 0.006 0.005 0.10
C -0.953 6.542 1.195 -0.060 -0.052 -0.025 0.73
C 3.889 1.953 -0.243 -0.204 -0.136 0.033 0.56
C 1.286 0.427 5.184 0.005 0.004 -0.048 -0.55
C -0.357 -2.740 -1.452 -0.004 0.027 -0.008 -1.41
H 0.959 2.461 7.872 0.013 0.026 -0.016 0.36
H 0.162 -2.021 4.226 0.013 -0.055 0.006 0.52
H -0.218 -2.400 2.530 0.012 0.011 -0.025 0.31
H -1.436 2.246 4.336 -0.043 -0.040 0.032 0.32
H -3.539 -3.465 -1.649 -0.001 -0.006 -0.021 0.24
H -1.129 -2.539 -2.194 -0.027 0.017 0.024 0.39
H -0.853 -2.860 -0.492 -0.011 -0.021 0.040 0.27
H 1.699 -0.431 -2.713 -0.001 -0.015 0.010 0.25
H -2.106 -0.748 4.416 0.009 0.008 0.016 0.51
H -3.592 -4.052 2.006 -0.032 0.025 0.007 0.33
H -3.123 -4.696 0.424 -0.003 -0.034 0.022 0.31
H 0.247 -1.154 -3.410 0.002 -0.007 -0.010 0.32
H 2.229 -2.772 -0.772 -0.024 -0.057 0.071 0.36
H -4.840 -4.613 0.873 0.019 -0.054 0.012 0.42
H -2.471 -1.140 2.705 -0.023 0.003 -0.023 0.20
H 4.195 5.227 -1.118 -0.007 0.004 0.014 0.48
H 1.941 -0.348 4.806 -0.041 -0.053 0.043 0.33
H 1.389 -1.778 2.954 0.000 -0.034 0.009 0.41
H 3.122 -0.864 0.689 0.062 -0.070 -0.048 0.37
H 1.684 -2.167 -3.124 -0.009 -0.009 -0.019 0.34
H -0.950 3.267 6.516 0.001 0.006 -0.023 0.42
H -2.696 0.506 3.289 -0.004 -0.033 0.004 0.06
H -5.268 -3.223 -1.306 0.001 -0.013 -0.040 0.47
H -4.775 -2.158 0.820 0.047 0.034 -0.004 0.26
H 1.160 -2.139 0.498 0.010 -0.074 -0.006 0.10
H 0.159 -3.677 -1.720 0.006 0.021 -0.044 0.37
H -4.213 -1.825 -1.611 -0.058 -0.020 -0.075 0.12
H 3.346 -0.724 -1.053 0.047 -0.014 0.024 0.60
H 2.423 0.677 6.981 0.004 0.013 -0.009 0.39
```
Forces are in eV/Å.

Computed properties:
total charge	-1

---

(4)
This record from OMol25 describes the molecule C5H9NO in a non-equilibrium geometry. The level of theory is ωB97M-V/def2-TZVPD.

Structure (XYZ):
```
16
Properties=species:S:1:pos:R:3:forces:R:3:mulliken_charge:R:1
O 1.242 0.793 -0.508 0.144 -0.001 0.026 -0.43
N -0.861 0.663 1.365 0.266 -0.415 0.374 -0.64
C -0.942 -0.727 0.997 3.822 -1.516 -1.129 -0.22
C 0.514 -1.697 0.771 -0.102 1.233 -0.338 -1.02
C -1.147 0.317 -0.033 0.051 -0.346 -0.059 -0.12
C 0.564 1.741 -1.324 -0.045 0.294 -0.184 -0.42
C -0.025 0.436 -1.036 -0.232 0.046 -0.086 -0.04
H 0.178 2.611 -0.795 0.079 -0.087 -0.068 0.24
H -2.099 0.699 -0.419 0.083 -0.505 0.292 0.37
H -1.066 -1.657 1.460 -3.859 -0.243 1.395 0.39
H 0.013 -0.338 -1.806 -0.044 0.185 0.141 0.43
H 0.116 0.931 1.483 -0.085 0.134 -0.150 0.32
H 0.496 -2.098 -0.250 0.153 0.290 0.144 0.23
H 1.030 1.933 -2.288 -0.073 -0.009 0.122 0.27
H 1.337 -1.020 0.940 0.580 -0.096 -0.254 0.28
H 0.649 -2.588 1.443 -0.739 1.035 -0.227 0.37
```
Forces are in eV/Å.

Computed properties:
SMILES	C[C@H]1N[C@H]1[C@H]1CO1
relative energy (zero: lowest compared OMol25 entry of this formula, charge and spin)	5.3722	eV

---

(5)
This record from OMol25 describes the molecule C5H10OS2 in a non-equilibrium geometry. The level of theory is ωB97M-V/def2-TZVPD.

Structure (XYZ):
```
18
Properties=species:S:1:pos:R:3:forces:R:3:mulliken_charge:R:1
S -0.373 -0.051 -0.145 -0.359 -0.086 0.026 -0.15
S -0.455 0.243 1.908 0.289 -0.171 -0.322 -0.08
O -1.578 0.422 -3.539 -0.201 -0.099 -0.026 -0.48
C -1.421 1.145 -2.593 0.152 0.445 0.147 -0.01
C 1.056 -2.198 1.848 -0.310 -0.397 0.416 -0.97
C -0.126 -1.476 2.451 -0.817 0.907 0.794 -0.54
C 0.310 1.518 -0.724 0.448 0.272 -0.091 -0.56
C -0.040 1.657 -2.204 -0.109 -0.409 -0.395 -0.54
H 0.746 -2.824 1.018 0.143 0.226 -0.342 0.31
H -0.026 -1.282 3.525 0.384 -0.157 -0.010 0.34
H 1.392 1.529 -0.574 -0.049 -0.039 -0.112 0.33
H -1.098 -1.974 2.408 0.325 -0.390 -0.422 0.38
H -0.065 2.366 -0.167 -0.434 -0.003 0.295 0.38
H 1.460 -2.882 2.591 0.093 -0.071 0.141 0.35
H 0.644 1.088 -2.828 0.178 -0.063 -0.008 0.28
H 0.014 2.695 -2.546 0.051 0.071 0.212 0.34
H 1.842 -1.506 1.576 0.101 0.080 -0.255 0.28
H -2.284 1.529 -2.007 0.118 -0.117 -0.048 0.34
```
Forces are in eV/Å.

Computed properties:
SMILES	CCSSCCC=O
relative energy (zero: lowest compared OMol25 entry of this formula, charge and spin)	0.3964	eV

---

Number 1: E_HOMO -7.492 eV, gap between HOMO and LUMO 7.369 eV. Number 2: E_HOMO -2.825 eV, gap between HOMO and LUMO 4.291 eV. Number 3: E_HOMO -5.247 eV, gap between HOMO and LUMO 7.558 eV. Number 4: E_HOMO -8.950 eV, gap between HOMO and LUMO 10.022 eV. Number 5: E_HOMO -8.168 eV, gap between HOMO and LUMO 8.761 eV.